Here is 10 unconnected molecules or ions with the total composition C34H49N12O in a non-equilibrium geometry from OMol25. Energies are from ωB97M-V with the def2-TZVPD basis set.

Positions of all 96 atoms, in Å:
C1 6.82247 -4.94803 -0.92787
C2 6.34884 -5.58047 -2.29000
N1 4.85207 -5.67061 -2.41176
C3 4.32928 -4.35955 -2.70888
N2 4.25441 -3.96170 -3.99321
N3 3.85460 -2.81053 -4.50618
C4 3.49100 -1.98676 -3.51671
C5 3.44031 -2.20330 -2.06538
C6 2.96213 -1.07284 -1.11575
C7 1.48643 -0.62619 -1.31913
C8 0.57745 -0.73660 -0.16384
C9 -0.81228 -0.31719 -0.18857
C10 -1.38469 0.23460 -1.41132
C11 -0.49067 0.35404 -2.58337
C12 -1.15036 0.97331 -3.87158
C13 0.91257 -0.06632 -2.53982
C14 3.90001 -3.51740 -1.59054
O1 3.95531 -3.86547 -0.28079
C15 2.68443 -4.36897 0.23987
C16 1.90881 -5.32576 -0.73267
H1 6.24910 -5.39069 -0.07803
H2 6.64480 -3.84249 -0.97599
H3 7.92195 -5.10838 -0.75330
H4 6.74661 -4.90132 -3.10499
H5 6.82442 -6.58358 -2.47652
H6 4.64968 -6.32707 -3.17007
H7 4.55284 -4.64636 -4.70045
H8 3.17466 -0.96933 -3.86395
H9 3.02331 -1.49550 -0.07159
H10 3.68133 -0.20200 -1.10960
H11 0.99069 -1.12889 0.79317
H12 -1.42702 -0.39950 0.73368
H13 -2.44601 0.58126 -1.44544
H14 -2.02940 0.37222 -4.20325
H15 -0.37024 1.11785 -4.65896
H16 -1.51895 1.98980 -3.56597
H17 1.53714 0.08323 -3.44508
H18 2.05992 -3.46166 0.49301
H19 2.93334 -4.88639 1.20676
H20 1.13251 -5.93719 -0.20248
H21 2.67298 -6.01416 -1.18528
H22 1.43137 -4.75807 -1.57856
C17 3.66413 3.16281 0.07532
C18 3.11981 2.98170 -1.29140
N4 2.69333 2.84139 -2.34847
H23 3.42786 4.16258 0.43762
H24 3.22442 2.42715 0.74891
H25 4.74633 3.03463 0.06286
C19 -3.54203 2.85858 1.51672
C20 -2.09244 2.78345 1.82098
N5 -0.96711 2.73724 2.06338
H26 -3.99170 1.87096 1.59720
H27 -4.03697 3.52974 2.21662
H28 -3.68751 3.23506 0.50418
C21 6.70032 -1.36745 -5.46900
C22 8.15000 -1.42524 -5.16467
N6 9.27740 -1.46909 -4.92022
H29 6.26465 -2.36119 -5.38151
H30 6.20154 -0.69653 -4.76964
H31 6.54860 -0.99992 -6.48480
C23 9.63521 -1.95890 -8.59728
C24 8.54875 -1.02850 -8.99579
N7 7.70568 -0.30971 -9.29847
H32 9.75825 -2.72947 -9.35782
H33 10.57070 -1.41072 -8.49147
H34 9.39119 -2.42592 -7.64386
C25 -5.29177 2.00314 5.05485
C26 -5.83692 1.84400 3.68857
N8 -6.27333 1.71505 2.62603
H35 -5.51721 3.00861 5.42985
H36 -5.74087 1.26711 5.72134
H37 -4.21030 1.85941 5.04232
C27 -8.96060 4.78008 4.95976
C28 -7.74190 4.41249 5.71408
N9 -6.79813 4.12088 6.30031
H38 -9.51863 5.54033 5.50534
H39 -8.68610 5.17390 3.98124
H40 -9.59143 3.90085 4.82723
C29 -1.76241 4.44792 6.70648
C30 -1.97134 3.08911 6.15465
N10 -2.13332 2.03609 5.72653
H41 -1.79829 4.41441 7.79483
H42 -0.79087 4.82862 6.39296
H43 -2.54198 5.11774 6.34448
C31 -7.87965 -0.95935 7.16948
C32 -8.68905 0.26838 6.98554
N11 -9.31603 1.21896 6.84307
H44 -6.86691 -0.69320 7.47123
H45 -8.32785 -1.58563 7.94012
H46 -7.83833 -1.51837 6.23508
C33 -11.49819 5.24870 1.84730
C34 -10.81516 6.50237 2.24730
N12 -10.28505 7.47204 2.55858
H47 -10.80489 4.41068 1.91716
H48 -12.34762 5.06443 2.50444
H49 -11.85340 5.33254 0.82084

Atoms 1-3, force components in eV/Å:
C -0.22 -0.18 -0.34
C 1.53 0.54 0.15
N 0.31 1.17 -0.92

Computed properties:
- energy (eV) = -55969.491
- E_LUMO (eV) = -4.408
- total charge = +1
- maximum force (Eh/bohr) = 0.069

For reference, the Löwdin charges in units of e are: atom 1 (C): -0.078, atom 2 (C): -0.222, atom 3 (N): 0.025, atom 4 (C): -0.155, atom 5 (N): 0.079, atom 6 (N): 0.117, atom 7 (C): -0.020, atom 8 (C): 0.001, atom 9 (C): -0.082, atom 10 (C): -0.192, atom 11 (C): -0.048, atom 12 (C): -0.067, atom 13 (C): -0.025, atom 14 (C): -0.216, atom 15 (C): -0.063, atom 16 (C): -0.016, atom 17 (C): -0.148, atom 18 (O): -0.059, atom 19 (C): -0.164, atom 20 (C): -0.059, atom 21 (H): 0.083, atom 22 (H): 0.075, atom 23 (H): 0.093, atom 24 (H): 0.111, atom 25 (H): 0.130, atom 26 (H): 0.128, atom 27 (H): 0.192, atom 28 (H): 0.128, atom 29 (H): 0.113, atom 30 (H): 0.138, atom 31 (H): 0.099, atom 32 (H): 0.102, atom 33 (H): 0.114, atom 34 (H): 0.082, atom 35 (H): 0.076, atom 36 (H): 0.087, atom 37 (H): 0.086, atom 38 (H): 0.114, atom 39 (H): 0.140, atom 40 (H): 0.098, atom 41 (H): 0.072, atom 42 (H): 0.087, atom 43 (C): -0.060, atom 44 (C): -0.270, atom 45 (N): 0.132, atom 46 (H): 0.084, atom 47 (H): 0.078, atom 48 (H): 0.079, atom 49 (C): -0.081, atom 50 (C): -0.279, atom 51 (N): 0.114, atom 52 (H): 0.050, atom 53 (H): 0.071, atom 54 (H): 0.081, atom 55 (C): -0.068, atom 56 (C): -0.270, atom 57 (N): 0.135, atom 58 (H): 0.044, atom 59 (H): 0.075, atom 60 (H): 0.075, atom 61 (C): -0.066, atom 62 (C): -0.277, atom 63 (N): 0.120, atom 64 (H): 0.080, atom 65 (H): 0.085, atom 66 (H): 0.052, atom 67 (C): -0.077, atom 68 (C): -0.270, atom 69 (N): 0.117, atom 70 (H): 0.010, atom 71 (H): 0.072, atom 72 (H): 0.022, atom 73 (C): -0.057, atom 74 (C): -0.229, atom 75 (N): 0.130, atom 76 (H): 0.086, atom 77 (H): 0.069, atom 78 (H): 0.077, atom 79 (C): -0.054, atom 80 (C): -0.250, atom 81 (N): 0.130, atom 82 (H): 0.082, atom 83 (H): 0.081, atom 84 (H): 0.082, atom 85 (C): -0.067, atom 86 (C): -0.272, atom 87 (N): 0.127, atom 88 (H): 0.075, atom 89 (H): 0.080, atom 90 (H): 0.080, atom 91 (C): -0.066, atom 92 (C): -0.283, atom 93 (N): 0.126, atom 94 (H): 0.076, atom 95 (H): 0.081, atom 96 (H): 0.080